Record 1
Here is a cluster of 10 separate species, C23H44BrCl18FO2 in total in a non-equilibrium geometry from the OMol25 dataset. Energies are from ωB97M-V with the def2-TZVPD basis set.

Net charge ... 0
E_HOMO ... -0.3747 hartree
Structure (SMILES) ... CC[C@@H](F)C(=O)OCBr.ClCCCl.ClCCCl.ClCCCl.ClCCCl.ClCCCl.ClCCCl.ClCCCl.ClCCCl.ClCCCl
Kohn-Sham gap ... 0.3905 Eh

Each line ends with the Löwdin charge.
Element x y z (Å)
C (2.333854, 1.811849, 1.347437)  -0.0939
C (2.291928, 3.275433, 1.862479)  -0.1711
C (1.006043, 3.675018, 2.599669)  -0.2798
F (1.157961, 5.017528, 2.959409)  -0.0262
C (-0.267222, 3.638415, 1.717524)  -0.4086
O (-0.870394, 4.617775, 1.551401)  0.1971
O (-0.757053, 2.480560, 1.102068)  -0.1306
C (-1.945156, 1.976322, 1.666610)  -0.5455
Br (-1.596645, 0.281416, 2.614569)  0.6474
H (2.754128, 1.096882, 2.065832)  0.0567
H (1.366459, 1.414966, 1.013834)  0.0530
H (2.995157, 1.795963, 0.465957)  0.0766
H (3.113904, 3.375452, 2.592683)  0.1151
H (2.538073, 3.994312, 1.067448)  0.1208
H (0.919903, 3.131733, 3.587854)  0.0217
H (-2.642437, 1.746562, 0.856212)  0.0239
H (-2.430744, 2.666649, 2.363590)  0.0911
Cl (2.018494, -1.547060, 5.812921)  0.5440
C (2.915447, -0.010910, 5.681462)  -0.6445
C (2.019725, 1.187321, 5.875954)  -0.6350
Cl (0.864957, 1.387373, 4.528138)  0.6400
H (3.407089, 0.010015, 4.710590)  0.0665
H (3.683363, -0.024151, 6.454041)  0.0754
H (2.619822, 2.096492, 5.916834)  0.0661
H (1.449875, 1.115900, 6.797512)  0.0241
Cl (-1.572820, -3.621603, 3.900373)  0.5332
C (-0.711709, -4.927081, 4.750865)  -0.6629
C (0.627656, -5.245743, 4.129364)  -0.6598
Cl (0.473139, -5.974484, 2.512744)  0.5667
H (-1.367037, -5.795720, 4.760962)  0.0679
H (-0.562700, -4.597763, 5.778942)  0.0716
H (1.155312, -5.962813, 4.757582)  0.0741
H (1.248196, -4.357171, 4.029391)  0.0554
Cl (-0.406392, -4.838758, -3.088964)  0.5978
C (-1.590212, -5.638840, -2.014554)  -0.6619
C (-0.941386, -6.223985, -0.787033)  -0.6911
Cl (0.106966, -7.614822, -1.169198)  0.5387
H (-2.110510, -6.398276, -2.595119)  0.0743
H (-2.309020, -4.876948, -1.711794)  -0.0244
H (-1.706758, -6.584880, -0.100688)  0.0667
H (-0.340546, -5.481393, -0.265878)  0.0392
Cl (1.108362, 5.167640, 6.675159)  0.5581
C (0.130844, 4.541414, 8.026660)  -0.6571
C (0.976087, 4.182259, 9.225022)  -0.6468
Cl (2.010743, 2.767103, 8.906351)  0.5740
H (-0.431463, 3.682733, 7.664274)  0.0689
H (-0.576219, 5.324801, 8.297121)  0.0736
H (0.333201, 3.924336, 10.065919)  0.0737
H (1.617502, 5.007475, 9.526783)  0.0694
Cl (-1.448836, 1.334593, -4.255778)  0.5213
C (-1.617349, 2.888604, -3.402471)  -0.6346
C (-1.928163, 2.684433, -1.942770)  -0.6499
Cl (-3.556379, 1.999458, -1.688639)  0.5733
H (-2.387712, 3.470155, -3.905258)  0.0708
H (-0.668970, 3.416559, -3.504665)  0.0697
H (-1.899079, 3.638762, -1.417156)  0.0788
H (-1.208011, 2.016166, -1.475066)  0.0510
Cl (3.939992, -1.903025, -2.677890)  0.5310
C (2.341426, -2.694605, -2.650991)  -0.6797
C (1.245332, -1.779743, -3.136529)  -0.6916
Cl (0.939406, -0.437488, -2.006499)  0.5216
H (2.153932, -3.039689, -1.636165)  0.0646
H (2.407801, -3.565483, -3.302284)  0.0608
H (0.313249, -2.338215, -3.225177)  0.0100
H (1.480935, -1.351969, -4.107961)  -0.0082
Cl (1.535280, 1.536595, -4.955230)  0.5387
C (2.844123, 1.446310, -6.166819)  -0.6287
C (2.586246, 0.376008, -7.198649)  -0.6773
Cl (2.698647, -1.266971, -6.520963)  0.5699
H (3.783198, 1.282182, -5.641111)  0.0702
H (2.890939, 2.420457, -6.653003)  0.0726
H (3.332607, 0.440308, -7.990325)  0.0776
H (1.595467, 0.487497, -7.644505)  -0.0409
Cl (-5.243365, -1.616397, 1.468880)  0.5393
C (-3.887643, -1.644675, 0.313263)  -0.6808
C (-4.134967, -2.597307, -0.831631)  -0.6231
Cl (-4.120248, -4.304112, -0.306247)  0.5964
H (-2.983331, -1.903424, 0.861110)  0.0361
H (-3.776833, -0.630923, -0.071353)  0.0383
H (-3.345441, -2.488359, -1.576067)  0.0752
H (-5.089640, -2.403655, -1.315865)  0.0717
Cl (-0.949746, 2.196736, -10.490771)  0.5377
C (-2.070662, 1.508050, -9.287984)  -0.6605
C (-1.352162, 1.025063, -8.052703)  -0.6495
Cl (-0.339376, -0.405719, -8.379451)  0.6043
H (-2.626248, 0.704225, -9.766540)  0.0686
H (-2.771856, 2.297464, -9.019707)  0.0731
H (-2.076583, 0.732302, -7.293822)  0.0564
H (-0.713774, 1.800527, -7.631524)  0.0622

Atoms 1-2, force components in eV/Å:
0.253 0.110 -0.661
0.346 -0.789 0.530

=====

Record 2
Here is a structure of composition C23H44Cl3LuN4O3SSi in a non-equilibrium geometry from the OMol25 dataset. Energies are from ωB97M-V with the def2-TZVPD basis set.

Net charge ... 0
E_HOMO ... -0.1492 hartree
Energy above the lowest of the compared OMol25 structures with the same formula, charge and spin ... 30.0 kJ/mol
Kohn-Sham gap ... 0.1498 Eh

Each line ends with the Löwdin charge.
Element x y z (Å)
C (2.178710, -1.848101, -4.714788)  -0.0388
C (1.397286, -0.793513, -3.947241)  -0.4079
H (2.682663, -1.384861, -5.591497)  0.0873
H (1.502186, -2.629751, -5.117506)  0.0889
H (2.926465, -2.337422, -4.079184)  0.0593
C (0.524603, 0.014746, -4.675716)  -0.2162
C (0.098156, -0.201078, -6.075832)  -0.1976
H (0.162018, 0.942533, -4.271641)  0.0368
H (-0.620754, -1.019347, -6.202782)  0.0449
H (0.924336, -0.370932, -6.786630)  0.0494
H (-0.425562, 0.708221, -6.408248)  0.0560
Lu (-1.284993, -0.705216, 1.881829)  0.8912
Cl (1.358486, -0.831552, 2.122672)  -0.0068
Cl (-3.061701, -2.436774, 1.619759)  -0.1955
C (-0.082980, 2.021032, 2.524973)  -0.3108
O (-1.088146, 1.294506, 2.801448)  -0.2151
N (-0.144205, 3.243831, 2.030213)  -0.1426
C (-1.411619, 3.970368, 1.945787)  -0.0067
C (1.073975, 4.022283, 1.886723)  -0.0312
H (0.930964, 1.621440, 2.685356)  0.0770
H (-2.234982, 3.273550, 2.097542)  0.0898
H (-1.503664, 4.432671, 0.958707)  0.0930
H (-1.442705, 4.762475, 2.708661)  0.1022
H (1.920784, 3.342760, 1.754243)  0.0995
H (1.256939, 4.628424, 2.787739)  0.0998
H (1.008529, 4.675209, 1.009559)  0.0814
H (-1.977812, -1.302186, -2.493503)  0.0745
H (-2.551160, 1.567272, -3.790188)  0.0973
C (-2.982056, -0.932930, -2.208354)  -0.0330
C (-3.408368, 1.331529, -3.139330)  -0.0274
N (-2.980618, 0.521952, -1.985399)  -0.1469
H (-3.337857, -1.480164, -1.325829)  0.0719
C (-2.680496, 1.123785, -0.820361)  -0.2975
O (-2.370105, 0.568772, 0.259206)  -0.2345
H (-3.861670, 2.268513, -2.792443)  0.0909
H (-2.729347, 2.220631, -0.881847)  0.1276
H (-3.656182, -1.101674, -3.059955)  0.0872
H (-4.144883, 0.746145, -3.707847)  0.0910
O (0.900721, -1.349130, -2.579119)  -0.2836
C (1.884888, -0.342118, -2.531730)  -0.2429
C (0.221849, 1.486106, -2.071808)  -0.0745
C (1.553024, 1.031119, -2.067377)  -0.1607
H (-0.534215, 0.739514, -2.335276)  0.0767
C (-0.117942, 2.827385, -1.849008)  -0.0959
H (2.845198, -0.750361, -2.207214)  0.1330
C (2.531370, 1.971095, -1.677291)  -0.0192
H (-1.160780, 3.143068, -1.877108)  0.0803
C (0.868409, 3.767560, -1.594527)  -0.1358
C (2.189566, 3.318793, -1.469508)  -0.1093
H (3.570314, 1.661326, -1.583023)  0.1080
H (0.633082, 4.829398, -1.479922)  0.0969
H (2.954825, 4.048238, -1.218897)  0.0950
Si (0.629185, -3.449342, -0.698117)  0.5028
Cl (-0.355993, -1.299981, -0.258089)  0.3142
C (-0.873818, -4.586220, -0.748525)  -0.2026
C (1.328027, -3.890309, 1.009212)  -0.2537
C (1.914929, -3.788930, -1.963679)  -0.1927
H (-1.665609, -4.242435, -0.065723)  -0.0167
H (-0.543567, -5.583244, -0.399109)  0.0433
H (-1.280548, -4.688591, -1.766689)  0.0335
H (1.511630, -3.842795, -2.983562)  0.0387
H (2.312161, -4.779257, -1.716354)  0.0458
H (2.758668, -3.092275, -1.930068)  0.0388
H (0.596874, -3.767489, 1.818461)  0.0122
H (2.217997, -3.295971, 1.263149)  -0.0045
H (1.606945, -4.954471, 0.968875)  0.0375
C (1.277926, 0.616532, 5.602665)  -0.0862
N (0.823822, -0.722411, 5.193067)  -0.0478
C (-0.450717, -1.128785, 5.391657)  -0.8328
S (-1.304694, -2.124919, 4.288550)  0.5332
N (-1.083680, -0.756062, 6.518629)  -0.0455
C (-0.398784, -0.467441, 7.769050)  -0.0794
H (0.445705, 1.336830, 5.610470)  0.0907
H (2.033287, 0.963986, 4.888161)  0.0823
H (1.737619, 0.575458, 6.597923)  0.0743
H (1.209965, -1.034536, 4.281826)  -0.0169
H (-2.021862, -1.140595, 6.578247)  0.1136
H (-1.093949, -0.687159, 8.583330)  0.0916
H (0.506292, -1.072900, 7.896492)  0.0980
H (-0.142353, 0.594135, 7.813664)  0.0725

Atoms 1-2, force components in eV/Å:
0.123 0.050 -0.149
0.562 1.242 -0.316

=====

Record 3
Here is a structure of composition C23H44HoN6S6 from the OMol25 dataset. Energies are from ωB97M-V with the def2-TZVPD basis set.

Net charge ... +3
E_HOMO (spin up / spin down) ... -0.5986 / -0.5988 hartree
Expectation value of S² ... 6.00
Energy above the lowest of the compared OMol25 structures with the same formula, charge and spin ... 114.4 kJ/mol
Multiplicity ... 5
Kohn-Sham gap (spin up / spin down) ... 0.3117 / 0.2948 Eh

Each line ends with the Mulliken spin population.
Element x y z (Å)
Ho (0.376468, -0.225003, -0.588154)  4.0624
C (-2.876266, -1.662307, -3.487147)  0.0003
C (-1.689400, -2.511092, -3.896441)  -0.0005
S (-0.556000, -2.914642, -2.527465)  0.0002
C (-1.487806, -4.134834, -1.522916)  0.0000
C (-0.592926, -4.572156, -0.378557)  0.0000
S (0.057814, -3.187975, 0.642579)  -0.0031
C (-1.196516, -3.065834, 1.970781)  -0.0004
C (-2.535761, -2.513365, 1.533030)  -0.0005
S (-2.406445, -0.817825, 0.834963)  -0.0030
C (-3.826573, -0.894640, -0.332874)  -0.0010
C (-3.703182, 0.127687, -1.439053)  0.0004
S (-2.311719, -0.150005, -2.592785)  -0.0015
H (-3.562066, -2.201346, -2.838094)  -0.0002
H (-3.420960, -1.346355, -4.378909)  0.0000
H (-1.060964, -1.965616, -4.600949)  0.0001
H (-2.010833, -3.444528, -4.357792)  0.0000
H (-1.724744, -4.993949, -2.153565)  0.0000
H (-2.410620, -3.675348, -1.176568)  -0.0003
H (0.294888, -5.062893, -0.777293)  -0.0001
H (-1.101837, -5.265781, 0.289537)  0.0000
H (-0.732672, -2.441895, 2.734275)  0.0005
H (-1.333804, -4.066591, 2.381559)  -0.0003
H (-3.223169, -2.469251, 2.379821)  -0.0002
H (-2.979812, -3.148140, 0.769732)  0.0000
H (-4.731676, -0.689283, 0.240171)  -0.0001
H (-3.890226, -1.911181, -0.721164)  -0.0001
H (-3.524152, 1.115380, -1.014118)  0.0002
H (-4.620780, 0.157691, -2.026456)  -0.0001
C (2.261925, 2.695609, -1.660870)  0.0022
N (2.421152, 1.614841, -0.667573)  -0.0149
C (2.739326, 2.283117, 0.608285)  0.0003
C (3.599102, 0.789079, -1.025621)  0.0031
C (3.396377, 0.003466, -2.313318)  0.0004
N (2.305028, -0.997482, -2.232474)  -0.0158
C (2.818761, -2.188050, -1.508909)  0.0047
C (2.038285, -1.396205, -3.634128)  0.0014
H (3.199620, 3.238784, -1.806826)  -0.0002
H (1.523507, 3.411272, -1.304278)  0.0004
H (1.924300, 2.311009, -2.619349)  -0.0007
H (3.606342, 2.943981, 0.497771)  -0.0005
H (2.969545, 1.543546, 1.370079)  0.0003
H (1.894835, 2.883008, 0.945418)  0.0003
H (3.804001, 0.105712, -0.193269)  -0.0014
H (4.482778, 1.426792, -1.167876)  -0.0008
H (4.341228, -0.496790, -2.567505)  -0.0005
H (3.168645, 0.693181, -3.129381)  0.0000
H (3.756253, -2.535750, -1.951989)  -0.0001
H (2.099947, -3.003844, -1.575578)  -0.0010
H (2.994777, -1.962270, -0.454465)  -0.0005
H (2.969284, -1.547355, -4.191747)  -0.0005
H (1.447836, -0.623980, -4.131073)  -0.0004
H (1.495784, -2.336763, -3.665068)  0.0000
C (-0.582745, 4.405664, 2.899210)  0.0001
C (-1.242261, 3.129595, 2.375340)  -0.0003
C (-1.123277, 2.946270, 0.908493)  0.0025
N (-0.637923, 1.893400, 0.329395)  -0.0155
N (-0.692535, 1.934318, -1.040451)  -0.0058
C (-1.240570, 3.044898, -1.490348)  0.0005
N (-1.409353, 3.332945, -2.776965)  0.0001
S (-1.725566, 4.136006, -0.213996)  -0.0006
H (-0.832983, 4.530409, 3.949058)  0.0000
H (-0.945825, 5.281462, 2.367648)  0.0000
H (0.498958, 4.360159, 2.808665)  0.0000
H (-2.307273, 3.169238, 2.620302)  0.0001
H (-0.806591, 2.255863, 2.859965)  0.0000
H (-1.154139, 2.666255, -3.487723)  -0.0001
H (-1.880188, 4.176945, -3.062482)  0.0000
S (1.609671, -0.561928, 1.975485)  -0.0076
C (1.192260, 0.143919, 3.475278)  -0.0007
N (2.203128, 0.537412, 4.292025)  -0.0006
C (2.005979, 1.073852, 5.512077)  0.0001
C (0.735796, 1.238205, 5.999778)  -0.0005
C (-0.344906, 0.817451, 5.211911)  0.0001
C (-0.119685, 0.289088, 3.959821)  -0.0002
H (3.154877, 0.379821, 3.965546)  -0.0002
H (2.881498, 1.358462, 6.079931)  0.0000
H (0.573903, 1.670698, 6.972471)  0.0000
H (-1.351097, 0.905302, 5.594384)  0.0000
H (-0.936051, -0.039542, 3.328778)  -0.0001

Atoms 1-2, force components in eV/Å:
-0.355 0.135 0.125
0.052 0.494 0.222

=====

Number 1: total energy -12010.58793 Ha. Number 2: total energy -4651.44548 Ha. Number 3: total energy -4567.77426 Ha.